1.
An isolated molecule of C4H6N2O2. Source: OMol25; level of theory: ωB97M-V with the def2-TZVPD basis set.

## Properties
energy above the lowest of the compared OMol25 structures with the same formula, charge and spin = 4.063 eV
SMILES string = O=C1CNCC=NO1

Each line ends with the Löwdin charge.
Positions of all 14 atoms, in Å:
O: -2.71 -0.31 -0.33  0.093
C: -1.52 -0.44 -0.01  -0.486
C: -0.80 0.68 0.62  -0.195
N: 0.47 1.23 0.22  -0.027
C: 1.07 0.17 -0.77  -0.155
C: 1.39 -0.97 0.11  -0.115
N: 0.44 -1.80 0.41  0.093
O: -0.85 -1.59 -0.17  -0.014
H: -1.47 1.52 0.58  0.116
H: -0.74 0.39 1.80  0.183
H: 0.19 1.93 -0.51  0.121
H: 0.37 -0.29 -1.46  0.111
H: 1.93 0.75 -1.25  0.142
H: 2.23 -1.25 0.77  0.134


2.
A cluster of 2 separate species, C2H8NOS in total. Source: OMol25; level of theory: ωB97M-V with the def2-TZVPD basis set.

## Properties
energy above the lowest of the compared OMol25 structures with the same formula, charge and spin = 0.574 eV
total charge = -1

Each line ends with the Löwdin charge.
Positions of all 13 atoms, in Å:
C: 1.42 0.47 1.12  -0.684
S: 1.57 -0.27 -0.55  0.147
H: 0.80 -0.14 1.83  -0.002
H: 0.89 1.49 1.06  0.024
H: 2.38 0.60 1.56  -0.041
N: -1.55 -1.24 0.16  0.005
C: -1.75 0.20 0.33  -0.371
O: -1.24 1.00 -0.75  -0.167
H: -0.69 -1.42 0.61  -0.020
H: -1.31 -1.36 -0.81  0.043
H: -1.36 0.56 1.22  0.057
H: -2.83 0.40 0.37  0.093
H: -0.30 0.75 -0.87  -0.086


no.,HOMO-LUMO gap (eV)
1,10.5
2,7.0